a) Formula: C80H174N10O10
Source: OMol25
Level of theory: the ωB97M-V functional and the def2-TZVPD basis

## Properties
SMILES: CC1(C)CCCC(C)(C)N1O.CC1(C)CCCC(C)(C)N1O.CC1(C)CCCC(C)(C)N1O.CC1(C)CCCC(C)(C)N1O.CC1(C)CCCC(C)(C)N1O.CC1(C)CCCC(C)(C)N1O.CC1(C)CCCC(C)(C)N1O.CC1(C)CCCC(C)(C)N1O.COC[C@H](C)N.COC[C@H](C)N
HOMO-LUMO gap, eV: 8.8755
2S+1: 1
E_HOMO, eV: -8.413

Geometry (Å):
C 15.03366 23.62445 23.97199
C 14.42738 25.02786 23.67225
C 14.73787 25.42116 22.26685
O 16.13529 25.23615 22.00101
C 16.35792 24.47747 20.81370
N 13.00075 24.99999 23.85551
H 16.11608 23.57379 24.05827
H 14.75226 22.85962 23.28542
H 14.67882 23.25703 24.94209
H 15.03885 25.79833 24.27259
H 14.30941 26.44529 21.99998
H 14.09701 24.79138 21.68835
H 15.95612 23.45312 20.88124
H 17.40142 24.26273 20.59304
H 15.95684 25.02490 19.93369
H 12.76092 25.99892 23.95839
H 12.83376 24.58058 24.76511
C 10.07869 19.76490 17.91282
C 9.99262 20.69644 16.70494
C 11.07259 20.39594 15.67830
O 12.44196 20.38368 16.07433
C 12.98075 21.56944 16.49632
N 8.74562 20.47929 15.92901
H 10.41555 18.78441 17.54966
H 9.11775 19.55581 18.34412
H 10.82426 20.08162 18.70152
H 10.08116 21.73194 17.05182
H 11.01068 21.00614 14.74442
H 10.84814 19.38712 15.31706
H 12.79708 22.35607 15.82090
H 14.03622 21.55702 16.67986
H 12.48525 21.90902 17.40052
H 8.43014 19.54821 16.11351
H 8.04238 21.07043 16.32009
C 18.16835 14.90948 24.43297
C 18.50324 15.60122 23.13894
C 17.36872 16.42107 22.60480
C 17.09977 17.60545 23.47975
C 18.26358 18.43340 23.78224
C 19.58662 17.65958 24.11635
N 19.65325 16.50320 23.23532
O 20.80577 15.70552 23.66478
C 20.76186 18.63528 23.91399
C 19.47268 17.49536 25.64021
C 18.83002 14.51840 22.07838
H 17.21167 14.33507 24.29148
H 17.89142 15.65282 25.21046
H 18.97601 14.24529 24.69627
H 17.69009 16.85645 21.59756
H 16.44643 15.86703 22.45595
H 16.75609 17.27361 24.50730
H 16.29100 18.20185 23.12190
H 17.96194 19.13286 24.56788
H 18.42707 19.09020 22.90304
H 21.75052 18.10648 24.19444
H 20.88578 18.87595 22.88229
H 20.54502 19.52943 24.45803
H 19.96716 16.60200 26.00726
H 19.89360 18.36792 26.14924
H 18.46771 17.48381 25.94599
H 18.00396 13.88419 21.83688
H 19.69109 13.95424 22.51658
H 19.17455 15.03833 21.13771
H 21.48414 16.36617 23.41554
C 13.51171 17.94473 11.54489
C 14.58874 18.77881 12.12592
C 15.80846 18.79048 11.13170
C 16.75515 19.90262 11.53150
C 16.13146 21.25774 11.53332
C 14.88748 21.30064 12.37903
N 14.02414 20.11892 12.05416
O 12.75846 20.18997 12.84720
C 15.30070 21.41583 13.88242
C 14.17250 22.58967 12.00828
C 14.78534 18.16151 13.50099
H 13.10700 18.37965 10.59899
H 12.68079 17.67991 12.22945
H 13.97716 16.97812 11.31905
H 16.30222 17.86123 11.15457
H 15.43426 19.01007 10.13396
H 17.66007 19.86194 10.88761
H 17.16448 19.66511 12.53255
H 15.77543 21.53784 10.56204
H 16.83240 21.98854 11.95429
H 14.38515 21.21107 14.42673
H 16.19094 20.87852 14.17222
H 15.45705 22.47617 14.08674
H 13.69551 22.43332 10.99698
H 13.53654 23.03835 12.77190
H 15.01454 23.36306 11.84262
H 15.80496 18.35145 13.98618
H 14.73281 17.05658 13.50815
H 14.07900 18.52197 14.25160
H 12.10738 20.13774 12.11026
C 17.26398 13.41646 12.10662
C 15.90478 12.86251 11.52523
C 15.84653 11.35776 11.65158
C 15.62745 10.80853 12.99632
C 14.23032 11.31497 13.42031
C 14.26499 12.85500 13.57088
N 14.65245 13.29027 12.18750
O 14.72671 14.80216 12.32245
C 12.81839 13.27458 13.77550
C 15.07648 13.36011 14.67730
C 15.83354 13.15535 10.04985
H 17.38494 13.12919 13.13134
H 17.40295 14.54636 12.07622
H 18.10020 12.92331 11.60700
H 15.06470 10.95519 10.94481
H 16.81036 11.01835 11.19252
H 16.40798 10.97259 13.71255
H 15.53508 9.67838 12.97560
H 13.92836 10.92114 14.42301
H 13.44445 10.99774 12.73405
H 12.37701 12.58791 14.61537
H 12.61528 14.27720 14.04027
H 12.24150 12.99170 12.84187
H 14.72690 13.01561 15.64160
H 16.16086 13.17266 14.59859
H 15.11510 14.45664 14.69295
H 16.74343 12.72858 9.55952
H 15.87122 14.21777 9.83796
H 14.94061 12.63718 9.61926
H 13.88902 14.98286 11.82476
C 15.24474 10.18291 17.75482
C 15.96686 10.91861 18.91089
C 15.75338 12.44252 18.53155
C 16.19042 13.38489 19.64884
C 15.38758 12.97206 20.91173
C 15.52640 11.57902 21.39460
N 15.26340 10.72747 20.25207
O 15.04647 9.36580 20.58018
C 16.84293 11.13732 22.12066
C 14.40804 11.32702 22.38113
C 17.42024 10.50443 18.86737
H 14.19264 10.34711 18.00355
H 15.38126 9.12860 17.87316
H 15.51888 10.60549 16.83338
H 16.30367 12.64165 17.61882
H 14.68715 12.50071 18.30318
H 15.92123 14.42296 19.37930
H 17.31315 13.35816 19.76433
H 14.33222 13.01097 20.58033
H 15.54343 13.68050 21.74473
H 16.72299 11.41527 23.16636
H 17.01056 10.07759 22.07530
H 17.76193 11.57062 21.72658
H 13.44280 11.31136 21.85699
H 14.50194 10.34433 22.87616
H 14.46248 12.16907 23.18563
H 17.72722 10.44933 17.80984
H 17.60608 9.51472 19.30449
H 18.20249 11.13448 19.31141
H 15.89022 8.96499 20.88526
C 18.88703 23.86167 17.48250
C 19.05826 25.05953 16.61951
C 19.59466 24.69725 15.19201
C 18.48596 24.04136 14.34427
C 17.34542 24.97692 14.11487
C 16.73435 25.43733 15.47568
N 17.86301 25.96035 16.36374
O 17.20634 26.22431 17.53212
C 15.91143 26.68784 15.12697
C 15.81585 24.23894 15.94975
C 20.14414 25.95650 17.18172
H 18.23059 23.14020 16.99536
H 18.44212 24.17737 18.43199
H 19.80154 23.30147 17.66294
H 19.76778 25.63180 14.63673
H 20.46197 24.09290 15.27967
H 18.06214 23.15924 14.78361
H 18.86127 23.83218 13.33249
H 16.68911 24.45145 13.43640
H 17.75573 25.81184 13.52661
H 15.14527 26.53895 14.34987
H 15.49826 27.09836 16.05956
H 16.59854 27.45708 14.73042
H 14.78428 24.46174 15.78980
H 16.05588 23.30090 15.53211
H 15.89773 24.21372 17.01956
H 19.99433 26.25070 18.22232
H 20.31480 26.76462 16.55156
H 21.06125 25.32794 17.16809
H 17.35780 27.13773 17.74042
C 9.07388 11.18154 19.02337
C 9.91945 12.23377 19.72936
C 11.42439 12.22155 19.19951
C 11.44158 12.93312 17.80492
C 11.06058 14.45286 18.02431
C 9.59495 14.44953 18.47099
N 9.49558 13.65049 19.66142
O 8.14288 13.83357 20.12085
C 9.31639 15.85929 18.86891
C 8.68179 13.99378 17.32497
C 9.92909 11.83011 21.19046
H 9.37924 11.08608 17.92148
H 8.03075 11.46581 19.08714
H 9.24595 10.21093 19.47799
H 12.00966 12.81909 19.96606
H 11.83675 11.21352 19.24987
H 10.81049 12.43180 17.03672
H 12.46376 12.70353 17.44185
H 11.16781 14.88380 17.06720
H 11.65822 14.91614 18.83195
H 9.50558 16.53568 18.04328
H 8.30666 16.02678 19.18277
H 10.03360 16.11919 19.69693
H 8.75862 14.59422 16.37874
H 8.92779 12.95479 17.02569
H 7.64509 14.07913 17.70918
H 10.56771 10.99016 21.34531
H 8.96164 11.47255 21.62771
H 10.41533 12.58586 21.82929
H 8.21768 14.29100 20.99036
C 19.84016 20.41869 16.10320
C 20.15506 19.38650 14.99982
C 21.47980 18.72229 15.22570
C 21.61969 17.49333 14.33023
C 20.50879 16.44275 14.51618
C 19.13771 17.06266 14.42502
N 19.19344 18.29470 15.25113
O 17.86802 18.78645 15.03627
C 18.67801 17.36345 12.91063
C 18.16737 16.06169 15.04590
C 20.03008 20.03834 13.61850
H 19.81139 19.95663 17.09494
H 18.85222 20.92683 15.96140
H 20.54798 21.28011 16.05204
H 22.25413 19.45292 15.02787
H 21.52207 18.41715 16.24322
H 22.62854 17.09492 14.46175
H 21.58121 17.96394 13.32398
H 20.54292 16.14718 15.63831
H 20.68711 15.56103 13.89107
H 18.43877 16.33317 12.52266
H 17.73464 17.90341 12.83058
H 19.49430 17.75077 12.27027
H 18.24675 15.96376 16.13210
H 17.13654 16.26869 14.78485
H 18.31594 15.04558 14.60898
H 20.45404 21.06160 13.72351
H 19.01111 20.25008 13.40383
H 20.51448 19.57822 12.73958
H 17.45117 18.83139 15.88757
C 15.73156 16.44014 17.59195
C 14.55186 17.30713 18.04340
C 14.00406 17.06801 19.42861
C 14.94533 17.50969 20.57790
C 15.37138 18.96327 20.29440
C 15.89445 19.31531 18.87915
N 14.87750 18.79333 17.97899
O 15.31958 19.02106 16.65740
C 16.10575 20.79711 18.64312
C 17.31881 18.72534 18.69031
C 13.44820 17.02444 16.95822
H 15.42018 15.38825 17.31077
H 16.46936 16.31802 18.31757
H 16.12821 16.93891 16.65960
H 13.05495 17.57539 19.44485
H 13.75320 16.02748 19.55451
H 15.80205 16.87828 20.67261
H 14.40600 17.46320 21.57189
H 16.16776 19.22984 20.96724
H 14.54983 19.67019 20.47174
H 15.14304 21.26106 18.44951
H 16.59429 21.20601 19.54170
H 16.71853 20.87849 17.77224
H 17.42202 17.69832 19.02606
H 17.68488 18.78220 17.66484
H 18.09632 19.27436 19.21129
H 13.87972 17.15186 16.00657
H 12.76812 17.90777 17.04637
H 12.97767 15.99654 17.04108
H 14.69338 19.63578 16.14162

Atomic partial charges in e from the Mulliken method, atoms 1 to 99: -1.506 0.752 -0.899 -0.405 -0.644 -0.709 0.312 0.368 0.405 0.170 0.257 0.419 0.297 0.302 0.254 0.284 0.279 -0.931 0.448 -1.142 -0.025 -0.680 -0.692 -0.191 0.547 0.350 0.423 0.343 0.192 0.530 -0.588 0.632 0.259 0.284 -1.835 2.319 0.539 -1.382 -1.369 1.684 0.049 -0.513 -1.842 -2.030 -1.539 0.226 0.349 0.476 -0.387 -0.106 0.354 0.525 0.411 0.225 0.434 0.455 0.494 0.308 0.400 0.472 -0.013 0.625 0.245 0.457 -2.009 2.051 -2.085 1.754 -1.859 2.090 -0.166 -0.148 0.321 -1.711 0.196 0.607 0.266 -0.113 0.710 0.517 0.651 -1.222 0.616 0.071 -0.509 -0.369 -0.497 0.493 0.199 0.348 -0.027 -0.403 -0.382 0.306 -1.853 2.183 -1.558 -0.358 -1.437

---

b) Formula: C80H174N10O10
Source: OMol25
Level of theory: the ωB97M-V functional and the def2-TZVPD basis

## Properties
SMILES: CC1(C)CCCC(C)(C)N1O.CC1(C)CCCC(C)(C)N1O.CC1(C)CCCC(C)(C)N1O.CC1(C)CCCC(C)(C)N1O.CC1(C)CCCC(C)(C)N1O.CC1(C)CCCC(C)(C)N1O.CC1(C)CCCC(C)(C)N1O.CC1(C)CCCC(C)(C)N1O.COC[C@H](C)N.COC[C@H](C)N
HOMO-LUMO gap, eV: 8.3368
2S+1: 1
E_HOMO, eV: -7.925

Geometry (Å):
C -0.33136 -5.97507 -4.45235
C 0.87153 -5.65634 -5.34988
C 0.98819 -4.17509 -5.41352
C 1.70348 -3.57272 -4.20967
C 3.01326 -4.28262 -3.89956
C 2.79175 -5.75593 -3.60692
N 2.12952 -6.28863 -4.86845
O 1.88082 -7.69767 -4.66952
C 4.12450 -6.43378 -3.57574
C 2.11074 -6.07265 -2.30600
C 0.65241 -6.16458 -6.80731
H -0.48095 -6.99819 -4.17130
H -1.22025 -5.55319 -4.99474
H -0.30487 -5.34653 -3.52763
H 1.70935 -3.98652 -6.25859
H 0.11153 -3.66057 -5.72022
H 1.01680 -3.68211 -3.35749
H 1.82022 -2.48042 -4.33293
H 3.51131 -3.89621 -3.03649
H 3.59862 -4.12179 -4.77192
H 4.67168 -6.29921 -4.50149
H 4.69230 -5.97606 -2.73847
H 4.08956 -7.50561 -3.26364
H 2.02205 -7.12658 -2.14873
H 2.70744 -5.67366 -1.50722
H 1.07869 -5.62260 -2.21433
H -0.09873 -5.62415 -7.35445
H 0.50075 -7.20555 -6.87063
H 1.56428 -5.92425 -7.37769
H 2.46614 -7.96718 -5.42180
C -1.13730 -3.38316 4.76661
C -2.16417 -4.53991 4.89325
C -3.39785 -4.16145 4.14453
C -3.22683 -4.29261 2.62155
C -2.77100 -5.72032 2.32687
C -1.46917 -6.15949 3.01969
N -1.70682 -5.89510 4.44817
O -0.47731 -6.08321 5.16547
C -1.31537 -7.69209 2.92190
C -0.24967 -5.51661 2.35956
C -2.57731 -4.61945 6.35754
H -1.49305 -2.53946 5.37255
H -1.05195 -2.99185 3.72986
H -0.12502 -3.61346 5.00435
H -4.26805 -4.72134 4.52032
H -3.64297 -3.14570 4.33198
H -2.49731 -3.62474 2.22226
H -4.18471 -4.11895 2.17495
H -2.59687 -5.81702 1.23391
H -3.60588 -6.39531 2.55442
H -2.14896 -8.24116 3.40858
H -1.20930 -8.03383 1.82716
H -0.42449 -8.09409 3.43894
H 0.54972 -5.51003 3.06549
H 0.08205 -6.12583 1.53171
H -0.33594 -4.48352 2.05133
H -3.07832 -3.66741 6.66505
H -1.77895 -4.80106 6.99147
H -3.19832 -5.54496 6.43981
H -0.80233 -6.71845 5.83605
C 4.62276 1.24005 4.44316
C 3.25969 1.21923 3.61591
C 2.46605 -0.06283 3.88902
C 1.58602 -0.14173 5.16595
C 0.68584 1.13190 5.01276
C 1.51297 2.44540 4.91978
N 2.35642 2.38163 3.74378
O 3.24914 3.51070 3.65243
C 0.58994 3.63618 4.65922
C 2.25199 2.71589 6.30777
C 3.67302 1.16645 2.11725
H 4.84915 2.24151 4.81612
H 5.48224 0.90784 3.85768
H 4.47566 0.63819 5.35244
H 1.70365 -0.16206 3.07610
H 3.14702 -0.93663 3.80818
H 2.19107 -0.17828 6.08997
H 0.88859 -0.98821 5.15472
H -0.07548 1.30489 5.80468
H -0.04449 1.04758 4.12449
H 0.20554 3.55140 3.65360
H -0.31463 3.60137 5.36333
H 1.01360 4.59599 4.77632
H 2.54351 1.75472 6.69588
H 3.18323 3.28195 6.12855
H 1.73415 3.22070 7.12376
H 4.31818 0.34489 1.86038
H 4.05268 2.12607 1.75822
H 2.80261 1.08150 1.45245
H 2.96647 4.01043 2.92000
C -4.77531 0.25562 -7.94447
C -4.93000 -0.20378 -6.50380
C -6.01764 -1.31471 -6.34993
C -6.08582 -1.91901 -4.90916
C -4.69472 -2.48962 -4.66359
C -3.58213 -1.49828 -4.75809
N -3.68125 -0.84324 -6.06874
O -2.52936 -0.02296 -6.28198
C -3.46090 -0.63281 -3.45573
C -2.26842 -2.43374 -4.90599
C -5.41208 0.94932 -5.55942
H -4.68396 -0.63544 -8.60160
H -3.85248 0.76154 -8.11346
H -5.62659 0.78457 -8.38253
H -6.95450 -0.96264 -6.65405
H -5.87049 -2.23176 -6.96530
H -6.73809 -2.81474 -4.86282
H -6.33728 -1.11054 -4.20466
H -4.56707 -3.36348 -5.27882
H -4.62753 -3.03716 -3.67888
H -2.98630 0.35505 -3.63666
H -4.49920 -0.54015 -3.11013
H -2.85557 -1.23525 -2.80187
H -2.20081 -3.09982 -4.06908
H -2.32117 -3.04545 -5.80749
H -1.32764 -1.78674 -4.90369
H -6.34077 1.33774 -5.96172
H -4.68549 1.75027 -5.54000
H -5.45627 0.63795 -4.55204
H -2.07963 -0.55624 -7.01044
C -7.13012 3.09274 4.24774
C -5.90849 2.41235 3.51961
C -5.67466 0.97427 4.01314
C -6.66849 -0.09563 3.43332
C -6.80741 0.06729 1.88933
C -6.94666 1.54772 1.38194
N -5.96862 2.44669 2.05945
O -6.18626 3.75295 1.63240
C -6.57155 1.63910 -0.06617
C -8.44460 1.90651 1.50926
C -4.63883 3.21863 3.87231
H -7.32555 4.09329 3.81843
H -6.91655 3.19799 5.34318
H -7.96924 2.46686 4.07527
H -4.68220 0.70878 3.59127
H -5.58897 0.92518 5.06629
H -7.62467 0.01498 3.91005
H -6.25708 -1.03748 3.66758
H -7.68201 -0.39119 1.52696
H -6.01090 -0.45490 1.31393
H -7.05884 0.87640 -0.63777
H -6.82909 2.59859 -0.53780
H -5.53762 1.43450 -0.09918
H -9.12100 1.28833 0.95977
H -8.77177 1.69049 2.49916
H -8.60410 2.91693 1.23568
H -4.75158 4.28294 3.52944
H -3.74269 2.75997 3.42714
H -4.45736 3.14024 4.98089
H -5.31451 3.97833 1.25509
C 7.96755 -0.31006 0.85548
C 7.51855 -1.72515 1.00959
C 7.26053 -1.92281 2.51737
C 6.40653 -3.18182 2.82352
C 5.17103 -3.17133 2.03230
C 5.44213 -3.15422 0.53955
N 6.30296 -1.99316 0.28013
O 6.54766 -1.79206 -1.09523
C 6.05832 -4.49434 0.16920
C 4.16565 -2.89999 -0.15234
C 8.74119 -2.67958 0.57557
H 7.09449 0.24802 1.23980
H 8.24746 0.12606 -0.07885
H 8.77074 -0.21232 1.56726
H 8.23045 -2.00345 3.06588
H 6.80808 -0.97644 2.88332
H 6.19198 -3.11494 3.93906
H 6.97872 -4.11405 2.74322
H 4.63348 -2.27249 2.18113
H 4.56213 -4.03268 2.22012
H 6.91384 -4.80643 0.77031
H 5.26650 -5.22251 0.34035
H 6.30454 -4.61247 -0.89951
H 4.35225 -2.79440 -1.22326
H 3.45180 -3.73869 0.07230
H 3.76155 -1.92578 0.30861
H 9.73481 -2.35222 0.95499
H 8.84653 -2.81483 -0.49751
H 8.60302 -3.75842 0.97084
H 5.88420 -1.10544 -1.41858
C 0.78918 -1.70707 1.10749
C -0.04836 -1.43815 -0.17860
C -1.47216 -1.87504 0.07032
C -2.19321 -0.93365 0.96115
C -2.20071 0.46432 0.30548
C -0.76793 0.98741 -0.01156
N -0.09439 -0.07925 -0.73801
O 1.29605 0.41229 -0.90428
C -0.79077 2.19138 -0.96395
C -0.22616 1.42293 1.38017
C 0.57895 -2.33155 -1.24150
H 1.77343 -1.21188 1.07316
H 0.96674 -2.73067 1.30976
H 0.28972 -1.27273 1.95231
H -2.04431 -1.99474 -0.86392
H -1.47321 -2.90589 0.53514
H -1.69325 -0.95908 2.00271
H -3.28016 -1.29598 1.09248
H -2.68231 1.17706 0.99050
H -2.75325 0.38629 -0.61244
H -1.32963 3.06831 -0.56078
H 0.25760 2.53529 -1.22451
H -1.28849 1.92452 -1.90997
H -0.38940 0.55446 2.02847
H 0.83369 1.53886 1.46904
H -0.68910 2.34209 1.70205
H 0.00369 -2.06527 -2.22071
H 0.35742 -3.38368 -1.06555
H 1.64751 -2.03165 -1.50059
H 1.28312 0.57896 -1.84947
C 2.53140 6.25882 2.47446
C 2.21203 6.10205 0.97109
C 0.77323 6.40929 0.64332
C 0.40970 7.90241 0.65490
C 1.28408 8.64902 -0.30204
C 2.73751 8.48074 -0.07717
N 3.08237 6.97589 0.09278
O 4.44677 6.95379 0.63123
C 3.64153 8.93797 -1.22681
C 3.18326 9.28171 1.20148
C 2.51927 4.64347 0.56106
H 2.52241 7.23558 2.86640
H 3.58811 5.88728 2.61542
H 1.91581 5.66102 3.13283
H 0.54757 6.02918 -0.36519
H 0.08452 5.70612 1.20361
H 0.50926 8.29501 1.65773
H -0.72459 8.02559 0.50808
H 1.09683 9.72086 -0.24459
H 0.95130 8.15779 -1.20117
H 3.60393 9.98499 -1.39717
H 4.64573 8.64520 -0.97065
H 3.37243 8.49910 -2.16770
H 3.07782 10.35210 0.85132
H 2.44866 9.05124 1.97067
H 4.17776 8.95324 1.48645
H 1.93083 3.94897 1.12989
H 3.56533 4.35708 0.77920
H 2.36287 4.49000 -0.44368
H 4.91585 6.52100 -0.03705
C -5.39992 6.69044 0.04282
C -4.55874 5.54466 -0.53380
C -3.70480 6.02614 -1.74826
O -2.93635 4.92557 -2.17639
C -2.77720 4.73657 -3.55910
N -3.79480 4.85217 0.45382
H -4.82034 7.40687 0.69733
H -6.18743 6.25047 0.70247
H -5.78595 7.29357 -0.77459
H -5.27623 4.86185 -0.96721
H -3.06908 6.90849 -1.45835
H -4.39646 6.30863 -2.50935
H -3.67546 4.46230 -4.14401
H -2.12010 3.89334 -3.73954
H -2.36955 5.65070 -3.82744
H -3.37022 5.45766 1.11201
H -3.02373 4.35185 0.02897
C 6.24539 1.45469 -2.04264
C 4.73127 1.16679 -2.06868
C 4.29559 0.94967 -3.58463
O 2.86639 0.90584 -3.61880
C 2.29292 0.64648 -4.83917
N 4.44323 0.07875 -1.20886
H 6.69584 0.54587 -2.38964
H 6.69938 1.59923 -1.03770
H 6.46053 2.27973 -2.68401
H 4.23904 2.10115 -1.74520
H 4.66715 -0.00451 -3.93714
H 4.72806 1.80032 -4.22759
H 2.78713 -0.11678 -5.44947
H 2.31472 1.55373 -5.47071
H 1.27799 0.35782 -4.58668
H 4.92819 0.32304 -0.35830
H 3.47706 -0.15646 -1.09993

Atomic partial charges in e from the Mulliken method, atoms 1 to 99: -1.186 1.896 -2.043 2.661 -1.208 2.113 0.042 -0.498 -1.872 -1.194 -2.016 0.310 0.369 -0.058 0.409 0.472 -1.642 0.009 -0.323 0.471 0.483 0.119 0.400 0.457 0.116 0.036 0.318 0.483 0.474 0.393 -1.758 2.284 -2.005 0.933 -1.584 2.199 -0.004 -0.464 -1.996 -2.044 -2.203 0.515 0.018 0.529 0.395 0.690 -1.280 0.691 0.465 0.399 0.437 0.328 0.374 0.452 0.612 0.243 0.316 0.514 0.494 0.365 -1.628 2.044 -0.242 -0.520 -0.814 1.652 2.102 -0.736 -2.181 -1.706 -1.089 0.214 0.304 0.359 -1.147 0.693 0.448 -0.051 0.550 -0.360 0.377 0.462 0.353 0.311 0.257 0.414 -0.684 0.527 -0.137 -0.184 -1.986 1.540 -1.419 -0.456 -1.709 2.349 0.438 -0.450 -0.986

---

Least stable structure among those shown: a).